1.
17
Properties=species:S:1:pos:R:3 method="wB97M-V/def2-TZVPD" e_lumo_ev=0.7 multiplicity=1
C -1.4381 0.6000 -2.0003
C -1.2452 0.9434 -0.7339
C 0.1295 1.0036 -0.1778
C 0.8502 -0.0243 0.3069
C 2.3463 -0.1064 0.2288
C 0.1418 -1.1459 0.9069
C -1.0202 -1.2219 1.5653
H -0.6001 0.0586 -2.4401
H -2.3222 0.7295 -2.6024
H -1.9977 1.5626 -0.2424
H 0.7158 1.8153 -0.6129
H 2.8865 -0.3201 1.1478
H 2.7333 0.7437 -0.3324
H 2.5294 -0.9680 -0.4292
H 0.6193 -2.1169 0.7757
H -1.4475 -0.5259 2.2763
H -1.6524 -2.0987 1.4677



2.
44
Properties=species:S:1:pos:R:3 method="wB97M-V/def2-TZVPD" e_lumo_ev=-0.6 multiplicity=1
O -3.3176 5.0442 1.5807
C -3.0624 4.9059 2.7818
O -3.7588 5.5760 3.7360
C -1.8420 4.0921 3.1376
N -1.8737 2.8458 2.7489
C -0.8882 2.0514 3.0181
N -0.8442 0.7462 2.6575
C -1.5857 0.0795 1.6579
C -2.8981 0.4105 1.2784
C -3.4829 -0.2846 0.2350
N -2.8900 -1.2895 -0.3909
C -1.6759 -1.6575 -0.0095
N -1.1279 -2.6657 -0.7157
C 0.1413 -3.0626 -0.4965
C 0.7023 -4.1580 -1.4064
N 1.5809 -5.0093 -0.8519
C 2.1900 -5.9441 -1.6146
C 1.9812 -6.0586 -2.9728
C 1.1512 -5.1545 -3.6040
C 0.5112 -4.1608 -2.8133
C -0.2759 -3.0839 -3.5186
F 0.0693 -1.8696 -3.0880
F -0.0126 -3.0696 -4.8536
F -1.6287 -3.3280 -3.3932
C 0.9443 -2.4514 0.5508
C 0.3574 -1.4375 1.3062
C -0.9401 -0.9784 1.0050
N 0.2083 2.3655 3.6570
C 0.3493 3.6670 4.0264
C -0.6754 4.5823 3.7788
C -0.5106 6.0509 4.1343
F -1.0042 6.8320 3.1297
F 0.7756 6.3988 4.2822
F -1.1702 6.2651 5.2972
H -4.3753 6.1447 3.2604
H 0.0405 0.3686 2.9690
H -3.4867 1.2166 1.7677
H -4.4885 -0.0405 -0.0409
H 2.8863 -6.6004 -1.0758
H 2.4977 -6.8250 -3.5157
H 0.9860 -5.2018 -4.6801
H 2.0057 -2.6912 0.7621
H 0.9695 -0.9522 2.0338
H 1.2520 3.8923 4.5708



3.
14
Properties=species:S:1:pos:R:3 method="wB97M-V/def2-TZVPD" e_lumo_ev=0.7 multiplicity=1
O 1.0303 1.6585 2.0737
C 0.6320 1.2017 1.0073
C -0.7482 1.1503 0.2964
N -0.0412 0.4748 -0.8180
C -0.3979 -0.7929 -1.2709
N -0.6350 -1.8805 -0.5985
O -0.5235 -1.7717 0.7541
C 1.3150 0.4418 -0.1413
H -1.2566 2.0403 -0.0349
H -1.4756 0.4450 0.8009
H -0.6564 -0.8409 -2.3514
H -1.0124 -2.6369 1.0075
H 1.7519 -0.5977 0.0606
H 2.0178 1.1083 -0.7855



4.
42
Properties=species:S:1:pos:R:3 method="wB97M-V/def2-TZVPD" total_charge=+1 e_lumo_ev=-2.7 multiplicity=1
C 2.9124 1.4881 2.0396
C 2.3029 0.1773 1.6941
N 2.7998 -0.9526 2.1749
C 2.0070 -2.1081 1.8217
C 0.8361 -1.4819 1.0931
N 1.2026 -0.0746 0.9740
C 0.4158 0.8822 0.2242
C -0.8693 0.2267 -0.2233
C -1.9477 0.0202 0.5683
C -3.1159 -0.7475 0.1677
C -4.2173 -0.8378 1.0494
C -5.3361 -1.6058 0.7402
C -5.3797 -2.3072 -0.4773
Cl -6.7084 -3.3244 -0.8228
C -4.3291 -2.1798 -1.3971
C -3.2113 -1.4072 -1.0784
C 1.2337 1.4742 -0.9467
C 1.9152 2.6836 -0.7929
C 2.8955 3.0693 -1.7120
C 2.9761 2.4026 -2.9423
Cl 4.0748 2.9350 -4.1389
C 2.1388 1.3124 -3.1900
C 1.3162 0.8104 -2.1721
H 3.8839 1.2766 2.5022
H 3.0940 2.1142 1.1641
H 2.3051 2.0517 2.7633
H 3.6416 -0.9677 2.7329
H 1.7003 -2.6598 2.7166
H 2.5798 -2.7788 1.1743
H -0.0830 -1.6272 1.6861
H 0.6925 -1.9493 0.1103
H 0.1889 1.7284 0.8954
H -0.9108 -0.1064 -1.2611
H -1.9606 0.4220 1.5824
H -4.1950 -0.2645 1.9756
H -6.1683 -1.6880 1.4314
H -4.3923 -2.7022 -2.3507
H -2.4127 -1.2873 -1.8134
H 1.6942 3.3148 0.0791
H 3.5640 3.9044 -1.5084
H 2.1405 0.8472 -4.1738
H 0.7259 -0.0831 -2.3598



5.
83
Properties=species:S:1:pos:R:3 method="wB97M-V/def2-TZVPD" total_charge=+4 e_lumo_ev="-15.9 / -15.7" s_squared=1.03 multiplicity=2
C -4.3460 -2.2886 0.9633
C -3.5423 -2.5581 -0.1843
C -4.2209 -2.8404 -1.4106
C -5.6077 -2.8193 -1.4246
N -6.3262 -2.5758 -0.3280
C -5.7338 -2.3456 0.8321
C -2.1374 -2.3354 -0.1218
C -0.8358 -2.5770 -0.5553
C 0.3819 -2.5387 0.3360
C 1.1471 -1.3518 0.3833
C 2.3540 -1.3329 1.0717
C 3.0340 -2.5410 1.4461
C 2.1748 -3.6473 1.5932
C 0.8792 -3.6319 1.0907
V -1.1138 -0.7420 -0.2692
P 0.0854 2.9118 0.3372
H -3.7210 -2.9923 -2.3645
H -3.9190 -2.0437 1.9456
H -6.1545 -3.0022 -2.3403
H -6.3328 -2.1949 1.7351
H 0.2546 -4.5228 1.2623
H 0.7421 -0.3448 -0.0340
H 2.4962 -4.5495 2.1464
H 2.8718 -0.3744 1.1978
C 1.8733 3.2685 0.7317
C 2.5708 4.1709 -0.2845
H 2.3752 2.2834 0.8105
H 1.8902 3.7064 1.7520
H 3.6161 4.3297 0.0053
H 2.5970 3.7348 -1.2899
H 2.0752 5.1489 -0.3314
C -0.2827 3.4793 -1.3998
C -1.7529 3.3088 -1.7800
H 0.3382 2.8458 -2.0464
H 0.0509 4.5114 -1.5680
H -1.9216 3.6859 -2.8000
H -2.0380 2.2452 -1.7431
H -2.4258 3.8458 -1.0974
C -0.7167 4.2000 1.3727
C -0.3049 5.6374 1.0832
H -0.4990 3.9327 2.4200
H -1.7966 4.0744 1.2150
H -0.9026 6.3292 1.6889
H 0.7469 5.8181 1.3233
H -0.4707 5.9038 0.0344
Br 4.8691 -2.5866 1.5948
P 0.8520 -1.1080 -2.6109
C 1.1347 0.6614 -2.2839
C 2.1968 1.3316 -3.1764
H 1.3886 0.8481 -1.2174
H 0.1386 1.1191 -2.4330
H 2.1825 2.4266 -3.0796
H 3.2016 0.9783 -2.9084
H 2.0140 1.1118 -4.2335
C 2.3397 -2.0455 -2.0467
C 3.2201 -2.6907 -3.1019
H 1.9409 -2.7996 -1.3551
H 2.9436 -1.3853 -1.4068
H 4.0909 -3.1108 -2.5908
H 2.7131 -3.5055 -3.6195
H 3.5836 -1.9711 -3.8377
C -0.4424 -2.2898 -3.0890
C -0.4339 -3.0448 -4.4264
H -1.4070 -1.7444 -3.0201
H -0.5219 -3.0336 -2.2366
H -1.2980 -3.7200 -4.3863
H -0.5976 -2.3876 -5.2862
H 0.4723 -3.6392 -4.5869
N 1.0946 1.3678 5.8323
C 0.5637 1.5692 4.5769
O 0.5671 2.7001 4.0776
C -0.0185 0.3765 3.8841
C -0.1238 -0.8812 4.5221
C -0.7690 -1.8805 3.7906
C -1.2825 -1.6281 2.5204
N -1.0758 -0.4818 1.8232
C -0.4499 0.5074 2.5364
H 1.3204 2.1856 6.3723
H 1.0245 0.4673 6.2984
H 0.2406 -1.1095 5.5257
H -0.9086 -2.8846 4.1715
H -1.8256 -2.4178 1.9986
H -0.3904 1.4738 2.0035



6.
118
Properties=species:S:1:pos:R:3 method="wB97M-V/def2-TZVPD" e_lumo_ev="-1.1 / -1.3" s_squared=3.96 multiplicity=4
Mn 0.4317 -0.1181 -0.1977
C 3.8796 -0.7488 -5.2536
C 2.6447 0.2134 -5.3302
C 2.2506 0.7369 -3.9688
C 2.6330 1.8610 -3.2965
C 3.4667 2.9914 -3.7988
C 4.8385 3.0722 -3.1532
C 2.0272 1.7516 -1.9624
N 1.3191 0.5811 -1.8234
C 1.3875 -0.0065 -3.0687
C 0.8295 -1.2255 -3.3487
C 0.0350 -2.0215 -2.5018
C -0.6151 -3.2660 -2.8690
C -0.3784 -3.9807 -4.1959
C 0.9629 -4.7266 -4.1696
C -1.3327 -3.6316 -1.7563
C -1.1031 -2.6867 -0.7351
C -1.6287 -2.7505 0.5714
C -1.2520 -1.9127 1.5795
N -0.3140 -0.9137 1.5025
C -0.1585 -0.4170 2.7314
C 0.5621 0.7149 3.1052
C 1.1997 1.4989 2.2509
N 1.2522 1.3665 0.8674
C 1.9348 2.4480 0.4052
C 2.2012 2.6697 -0.9444
C 2.4038 3.2474 1.4865
C 1.9713 2.6505 2.6138
C 2.2018 2.9480 4.1032
C 3.2727 2.0792 4.7724
C 3.2482 4.4899 1.3130
C 4.7383 4.1011 1.1696
C -1.0201 -1.0874 3.6516
C -1.7789 -1.9908 2.9227
C -2.8471 -2.8484 3.4287
C -2.3333 -4.2953 3.6068
C -1.0153 -0.7678 5.1463
C 0.2166 -1.3459 5.8145
N -0.2839 -1.7314 -1.2470
C -2.0413 -4.9255 -1.6516
C -1.1643 -5.9480 -0.9760
H 3.9920 -1.3540 -6.1642
H 3.8896 -1.3589 -4.3715
H 4.7958 -0.1609 -5.2099
H 1.8347 -0.3963 -5.7374
H 2.8427 1.0639 -5.9861
H 2.8061 3.8793 -3.6172
H 3.5934 2.9159 -4.8862
H 4.7765 3.2784 -2.0910
H 5.4553 3.8312 -3.5935
H 5.3681 2.1243 -3.2141
H 0.9722 -1.5340 -4.3866
H -0.4282 -3.2485 -5.0608
H -1.2136 -4.6248 -4.3732
H 1.7482 -4.1040 -3.7388
H 1.3319 -5.0251 -5.1585
H 0.9343 -5.6129 -3.5873
H -2.3850 -3.5530 0.7426
H 0.6193 0.9309 4.1755
H 2.8147 3.5442 -1.0774
H 1.2452 2.8909 4.6065
H 2.5004 4.0000 4.1830
H 3.2016 0.9894 4.5851
H 3.2505 2.2278 5.8694
H 4.2375 2.4127 4.3815
H 3.1009 5.1081 2.2191
H 2.9466 4.9879 0.3740
H 5.0672 3.5790 2.0886
H 5.3706 5.0026 0.9741
H 4.8334 3.4550 0.3112
H -3.7257 -2.8056 2.7343
H -3.2248 -2.4753 4.3987
H -1.8376 -4.6718 2.6969
H -3.1097 -4.9860 3.9248
H -1.5911 -4.2528 4.4013
H -1.9002 -1.2439 5.5759
H -1.1671 0.3151 5.3910
H 0.2641 -2.3792 5.5642
H 0.2389 -1.1877 6.9030
H 1.1444 -0.9260 5.3850
H -2.4770 -5.3144 -2.5903
H -2.9328 -4.7536 -1.0186
H -0.2362 -6.1107 -1.5682
H -1.7021 -6.8810 -0.7223
H -0.8296 -5.5491 -0.0324
F 1.7247 -2.5921 0.2013
C 2.1293 -1.3212 0.1405
F 3.0227 -1.2127 -0.8328
F 2.7438 -0.9472 1.2701
Cl -2.9980 1.3703 2.6383
C -2.8085 2.7476 1.5762
C -1.7169 3.5825 1.8178
C -1.5996 4.8021 1.1626
C -2.5343 5.1001 0.1715
C -3.5484 4.1992 -0.0971
Cl -4.6648 4.6115 -1.3454
C -3.7550 2.9955 0.5923
N -4.8020 2.1377 0.3715
C -4.6312 0.7585 0.0834
C -5.3102 -0.1210 0.8799
C -5.2420 -1.4782 0.6535
C -4.5131 -1.9695 -0.3972
C -3.8120 -1.0815 -1.1644
C -3.8459 0.2698 -0.9700
C -3.1133 1.2023 -1.8587
C -1.7074 1.5643 -1.3806
O -1.0352 2.4776 -1.8837
O -1.2463 0.7371 -0.4887
H -0.9583 3.2890 2.5417
H -0.7443 5.4147 1.3242
H -2.4908 6.0757 -0.3708
H -5.4608 2.5855 -0.2400
H -5.8855 0.2877 1.7495
H -5.8954 -2.0901 1.2530
H -4.4928 -3.0381 -0.5809
H -3.2029 -1.4126 -1.9706
H -3.6494 2.1306 -2.0307
H -3.0135 0.8227 -2.9098